The following is a quantum chemistry calculation of 2 unconnected molecules or ions with the total composition C4H9NO, from the OMol25 dataset.

XYZ file:
```
15
Properties=species:S:1:pos:R:3:forces:R:3
C -0.0541 0.4863 -0.1046 -0.6 -1.2 0.5
C -0.3675 1.9527 -0.0371 5.0 0.1 -1.2
C 1.2535 -0.1736 -0.4331 1.5 0.8 1.4
C -1.1808 -1.6924 -0.0053 -1.0 -1.3 4.5
N -1.0215 -0.3129 0.1863 -3.7 4.3 -0.3
O -2.6671 0.5150 0.4229 3.8 -2.2 -0.4
H 0.3270 2.5136 -0.8647 -1.7 -1.2 2.2
H -0.0561 2.2301 0.9962 -0.4 0.4 -0.8
H -1.3773 2.0087 -0.2220 -2.3 0.7 -0.2
H 2.2155 0.1110 0.0676 -1.2 0.7 0.5
H 1.2233 -1.1979 -0.1800 -0.2 -1.2 -0.2
H 1.6070 -0.0320 -1.4111 -0.3 0.1 -1.9
H -0.5429 -2.0431 -0.7412 1.2 -1.1 -1.2
H -1.0623 -2.2178 1.0755 0.2 0.9 -2.5
H -2.2195 -1.8985 -0.2006 -0.3 0.2 -0.5
```
Positions in Å, forces in eV/Å.

Output
Energy   -287.6012 Ha
Orbital gap   0.348 hartree
LUMO level   0.67 eV
E_HOMO   -8.81 eV